The following is a quantum chemistry calculation of a molecular structure, C26H48BeCl2FKLiNNaO10PS in a non-equilibrium geometry, from the Open Molecules 2025 dataset.

XYZ file:
```
94
Properties=species:S:1:pos:R:3:lowdin_charge:R:1
C -3.1798 -1.1509 1.0354 -0.097
C -4.4509 -1.6089 0.1530 -0.236
C -4.8458 -0.5594 -0.9659 -0.196
C -4.4527 -0.9883 -2.4406 -0.169
C -3.0086 -1.6916 -2.4209 -0.222
C -2.3067 -1.6261 -3.8320 -0.185
C -0.6940 -1.4869 -3.8103 -0.174
C 0.0410 -2.1689 -2.5911 -0.169
C 0.7665 -1.1900 -1.5891 -0.239
C 0.0852 0.2764 -1.4063 -0.199
C 0.5011 0.8302 0.0809 -0.215
C -0.1491 2.1870 0.4747 -0.101
C -0.8397 2.2854 1.7701 0.030
N -1.4017 3.4899 2.1752 0.111
C -1.3510 4.6494 1.4517 0.035
C -0.6952 4.6716 0.1172 0.093
C -0.0964 3.4222 -0.3419 -0.028
C 0.6167 3.3882 -1.7230 -0.478
O 1.8201 3.4402 -1.8497 0.110
O -0.2079 3.2501 -2.8004 0.060
H -3.4664 -0.8659 2.0791 0.081
H -2.6639 -0.3179 0.4755 0.042
H -2.4636 -2.0248 1.0228 0.078
H -4.3010 -2.6560 -0.2310 0.072
H -5.3104 -1.6638 0.8783 0.107
H -4.3495 0.4329 -0.7642 0.095
H -5.9589 -0.4195 -0.9355 0.113
H -4.4761 -0.1519 -3.1924 0.106
H -5.1765 -1.7978 -2.7586 0.098
H -2.3785 -1.3530 -1.5587 0.091
H -3.2328 -2.7740 -2.2280 -0.014
H -2.7001 -0.6921 -4.3406 0.122
H -2.6459 -2.5289 -4.4883 0.066
H -0.4607 -0.3988 -3.9659 0.126
H -0.3038 -2.0091 -4.7721 0.083
H -0.5975 -2.8677 -1.9809 0.124
H 0.8574 -2.8260 -3.0265 0.127
H 0.8142 -1.6666 -0.5238 0.150
H 1.8703 -1.0339 -1.9385 0.041
H 0.5150 0.9499 -2.2698 0.111
H -1.0297 0.3007 -1.5420 0.111
H 1.6538 0.8609 0.2619 0.001
H 0.1196 0.0636 0.8258 0.132
H -0.9367 1.4268 2.4824 0.147
H -1.8728 3.5333 3.0926 0.186
H -1.8185 5.5847 1.8948 0.128
H -0.6967 5.6348 -0.4461 0.152
H -1.1320 3.0977 -2.4653 0.068
O -4.2782 5.7853 0.6405 -0.482
H -3.4228 5.4249 0.8503 -0.264
F -2.0405 4.6707 -2.2063 -0.591
Cl -3.6701 -4.9402 -2.4492 0.621
C -5.2749 -5.6320 -2.8298 -0.608
C -6.4049 -4.7907 -2.2805 -0.646
Cl -6.4743 -4.8409 -0.5035 0.583
H -5.3044 -6.6481 -2.4380 0.078
H -5.3469 -5.6841 -3.9167 0.074
H -7.3591 -5.1713 -2.6463 0.081
H -6.3145 -3.7482 -2.5860 0.050
K 2.6018 0.3653 -0.9532 0.974
C 5.1137 -4.2575 -1.4673 -0.113
C 4.6841 -4.0293 -0.0043 -0.708
C 4.2976 -5.3847 0.6174 -0.173
O 3.5922 -3.2377 0.0021 -0.338
H 4.3117 -4.7002 -2.0681 0.055
H 5.4147 -3.3184 -1.9428 0.051
H 5.9746 -4.9393 -1.5177 0.058
H 5.5962 -3.6980 0.5307 0.114
H 3.4695 -5.8644 0.0844 0.065
H 4.0043 -5.2726 1.6653 0.067
H 5.1528 -6.0841 0.5903 -0.153
C 6.6469 3.0137 4.3166 -0.220
C 5.1655 3.2743 4.6059 -0.210
C 4.3565 2.6099 3.4886 -0.225
S 5.3458 1.2333 2.9045 0.656
O 5.7410 1.4971 1.5398 -0.332
O 4.7164 -0.0039 3.2945 -0.318
C 6.7472 1.5327 3.9687 -0.230
H 7.2767 3.2677 5.1699 0.118
H 6.9692 3.6207 3.4656 0.121
H 4.8987 2.8290 5.5683 0.120
H 4.9475 4.3412 4.6679 0.120
H 3.3991 2.2372 3.8512 0.101
H 4.1975 3.2905 2.6512 0.105
H 7.6688 1.2740 3.4497 0.110
H 6.6286 0.9109 4.8575 0.111
Be 5.6184 -7.9301 1.0679 0.198
O -2.7967 6.8940 3.5555 -0.234
P -1.5241 7.1552 4.3589 -0.123
O -0.9129 5.8210 4.8010 -0.198
O -1.8710 7.9953 5.5864 -0.116
O -0.5216 7.9016 3.4789 -0.248
Li -3.6139 3.3721 -1.6454 0.706
Na -1.4155 -3.3997 -5.2465 0.716
```

Results
Calculated total energy   -118921.90211 eV
Gap between HOMO and LUMO   2.38 eV
Highest occupied orbital energy   -5.88 eV
Molar mass   765.7 g/mol

=====

The following is a quantum chemistry calculation of a molecular structure, C2H6N2O in a non-equilibrium geometry, from the Open Molecules 2025 dataset.

XYZ file:
```
11
Properties=species:S:1:pos:R:3:lowdin_charge:R:1
C -0.7338 -0.6948 -0.1241 -0.366
C 1.5572 0.1403 -0.0097 -0.073
N -1.9707 -0.5359 0.0634 0.074
N 0.1443 0.2783 -0.1236 -0.087
O -0.6137 1.8516 0.1989 -0.034
H -0.1160 -1.5464 -0.3849 0.136
H 1.7715 -0.4973 0.7460 0.039
H 1.8818 1.2057 0.1494 0.115
H 2.0476 -0.2680 -0.9777 0.120
H -2.6131 -1.2897 -0.1589 0.047
H -1.3551 1.3561 0.6210 0.029
```

Results
Calculated total energy   -7195.09766 eV
Relative energy (zero: lowest compared OMol25 entry of this formula, charge and spin)   4.690 eV
Gap between HOMO and LUMO   9.08 eV
Highest occupied orbital energy   -9.09 eV
Molar mass   74.1 g/mol

=====

The following is a quantum chemistry calculation of 3 unconnected molecules or ions with the total composition C5H8O, from the Open Molecules 2025 dataset.

XYZ file:
```
14
Properties=species:S:1:pos:R:3:lowdin_charge:R:1
O 1.4994 -1.6716 0.3380 0.046
C 0.6685 -0.6194 0.1206 -0.430
C -0.8251 -0.8271 0.1983 -0.173
C -1.2316 0.5501 -0.2828 -0.202
C -0.2601 1.4400 0.2222 -0.132
C 0.9084 0.7315 0.4640 -0.074
H 2.3775 -1.3356 0.5598 0.112
H 0.3653 -0.3098 -1.4343 0.147
H -1.1929 -1.6619 -0.4018 0.125
H -1.1019 -0.9638 1.2515 0.136
H -0.4611 0.1785 -1.5252 0.123
H -2.2635 0.8231 -0.4800 0.105
H -0.3456 2.5217 0.2287 0.106
H 1.8807 1.1562 0.6968 0.112
```

Results
Calculated total energy   -7358.84402 eV
Relative energy (zero: lowest compared OMol25 entry of this formula, charge and spin)   3.411 eV
Gap between HOMO and LUMO   9.48 eV
Highest occupied orbital energy   -8.61 eV
Molar mass   84.1 g/mol